Record 1
C30H35I2N2O2 | ωB97M-V/def2-TZVPD

Geometry as XYZ:
```
71
Properties=species:S:1:pos:R:3
C 1.27 0.63 -2.80
C 0.46 -0.23 -2.48
C -0.75 -1.16 -2.40
C -1.67 -1.30 -3.55
O -1.60 -0.72 -4.82
C -0.84 -1.71 -5.62
C -0.23 -1.10 -6.95
C 0.42 0.34 -6.80
O 0.84 -2.00 -7.36
N -2.64 -2.21 -3.00
C -2.31 -2.57 -1.69
C -3.21 -3.54 -0.83
N -1.12 -1.95 -1.27
C -0.52 -2.16 0.07
I 1.67 -2.36 0.03
C -1.07 -1.14 1.20
C -1.05 0.39 0.77
I 0.16 -1.46 3.00
H 1.94 1.50 -3.07
H -1.54 -2.56 -5.93
H -0.02 -2.11 -4.95
H -0.97 -1.10 -7.82
H 0.77 0.66 -7.84
H 1.38 0.28 -6.18
H -0.28 1.13 -6.40
H 1.70 -1.55 -7.23
H -3.45 -2.51 -3.55
H -3.88 -2.90 -0.17
H -2.60 -4.21 -0.14
H -3.88 -4.17 -1.49
H -0.88 -3.19 0.41
H -2.11 -1.48 1.51
H -0.54 0.96 1.62
H -2.12 0.77 0.76
H -0.46 0.63 -0.16
C -5.34 1.29 -1.07
C -4.08 1.24 -1.67
C -3.41 2.42 -1.96
C -3.98 3.65 -1.65
C -5.23 3.69 -1.05
C -5.91 2.51 -0.76
H -5.87 0.37 -0.84
H -3.63 0.28 -1.91
H -2.43 2.38 -2.44
H -3.45 4.56 -1.87
H -5.68 4.65 -0.80
H -6.89 2.55 -0.29
C 3.97 -0.90 8.15
C 4.48 -0.68 6.87
C 3.65 -0.81 5.76
C 2.31 -1.15 5.93
C 1.80 -1.36 7.20
C 2.63 -1.24 8.31
H 4.61 -0.80 9.01
H 5.52 -0.41 6.74
H 4.05 -0.65 4.76
H 1.66 -1.25 5.06
H 0.76 -1.62 7.33
H 2.23 -1.41 9.31
C 5.04 3.14 2.24
C 4.73 2.41 1.10
C 3.66 1.52 1.10
C 2.90 1.36 2.25
C 3.20 2.09 3.40
C 4.28 2.98 3.40
H 5.87 3.83 2.24
H 5.32 2.54 0.20
H 3.43 0.95 0.21
H 2.06 0.67 2.26
H 2.61 1.97 4.30
H 4.52 3.54 4.29
```

Results
total charge	+1
spin multiplicity	1
ΔE to the lowest compared entry with this formula, charge and spin	66.81	kcal/mol
molar mass	709.43	g mol⁻¹
max |F|	0.094	Eh/bohr
HOMO-LUMO gap	0.2691	Eh

=====

Record 2
CH10O3 | ωB97M-V/def2-TZVPD

Geometry as XYZ:
```
14
Properties=species:S:1:pos:R:3
C 1.70 -1.03 -0.09
H 1.33 -0.89 0.81
H 2.32 -1.93 -0.16
H 2.38 -0.17 -0.30
H 0.94 -1.11 -0.71
O -0.20 1.72 0.82
H 0.85 1.92 0.77
H -0.48 1.66 -0.04
O -1.32 0.77 -1.49
H -1.62 0.05 -0.77
H -1.01 0.27 -2.31
O -1.58 -0.66 0.90
H -2.27 -0.70 1.45
H -1.06 0.10 1.12
```

Results
spin multiplicity	1
ΔE to the lowest compared entry with this formula, charge and spin	27.90	kcal/mol
molar mass	70.09	g mol⁻¹
max |F|	0.125	Eh/bohr
SMILES	C.O.O.O
HOMO-LUMO gap	0.4388	Eh